# 1
Density functional theory data (ωB97M-V/def2-TZVPD) for a structure of composition C33H90ClFNO25Y at a distorted geometry.

Results
Multiplicity: 1
Molar mass in g mol⁻¹: 1044.42
HOMO-LUMO gap in eV: 6.057

Element x y z (Å)
H -2.266 3.334 2.049
C -3.482 4.252 -0.874
O -0.315 -3.837 -3.532
H -0.164 -7.110 -0.091
H -2.520 1.404 -1.246
Y 0.243 -0.052 -0.668
H 1.294 -1.570 -6.043
H 5.328 -4.047 0.331
H 2.766 -2.911 0.241
H -4.462 2.050 0.338
H 0.884 -0.501 -3.748
H -2.228 3.080 -0.017
H 4.956 -1.953 -1.218
O 1.776 0.471 1.217
H -4.740 2.757 -3.230
H 1.691 -5.582 4.241
C -0.235 4.230 1.548
H 3.891 2.630 5.749
H -0.896 4.127 -2.555
H -0.286 -4.167 -5.460
O 3.518 -3.000 -2.278
C -1.054 -4.036 -4.698
O -2.604 -4.840 -1.195
H -1.021 -1.297 3.860
H -4.134 -3.781 -0.620
H 2.596 4.108 -0.559
C 1.173 -5.454 -0.667
Cl -1.369 -0.681 1.489
H -4.975 5.298 -2.046
H -3.035 -2.662 -2.562
H -3.608 -1.143 1.401
H 1.284 0.406 4.399
H -1.515 -0.980 -3.796
C 4.401 -3.878 -0.219
H 1.847 0.582 2.168
H 4.358 0.820 -0.967
H 3.507 0.215 5.510
H 1.791 -2.094 4.516
H -5.480 1.805 2.679
H 5.423 -3.389 -2.049
C -3.051 -3.667 -0.580
H -5.476 3.799 -1.361
H -3.924 1.197 1.993
H 1.061 6.793 1.056
C 4.635 -2.975 -1.419
C 0.618 -6.913 -0.824
H -2.615 -3.524 0.409
H 0.839 -4.305 2.487
H -1.226 3.684 3.374
H 0.742 3.501 -2.703
H -0.917 2.311 2.510
O -2.927 0.951 6.513
H 3.697 0.676 1.566
H -3.802 4.814 0.003
H -0.688 6.088 2.718
H 4.149 0.966 4.076
C -5.011 1.167 1.929
H 1.891 4.719 1.887
H -3.299 -1.641 -1.152
H -0.493 7.607 0.851
C 3.364 1.041 -0.580
H -1.457 -6.098 -4.078
O 0.298 -0.233 -3.036
H 1.799 -5.362 0.220
O 1.635 -0.918 -5.425
O 1.022 -4.931 4.465
C 2.637 -0.154 -6.094
H -1.610 -3.140 -4.976
O 3.241 -3.195 3.383
C -4.651 4.268 -1.896
C 0.028 6.657 0.736
H -2.993 -5.123 -2.888
H -2.379 -1.557 5.627
H 4.239 1.089 -5.378
C 3.248 0.876 4.683
H -1.461 2.048 -2.989
H -1.804 5.773 1.458
O -1.358 -2.089 -1.621
H -1.086 -1.077 6.647
H 2.379 -7.612 -1.380
H 3.978 -4.854 -0.457
O -4.552 -1.228 1.247
O -5.269 1.594 0.587
C -1.994 -5.232 -4.466
O 2.023 2.283 6.336
H -6.418 -0.542 1.938
H 2.358 5.279 -1.874
C 3.090 0.261 0.761
H 0.436 6.936 -1.367
H 0.526 -4.271 -3.696
O -1.934 0.733 -1.603
H 1.672 -1.977 2.823
O -2.996 2.975 -0.584
O -3.220 -5.049 -3.818
O 0.105 -4.617 -0.642
O -4.420 3.658 -3.144
C 1.893 -2.695 3.613
O 1.637 -7.965 -0.885
H 2.779 2.979 4.486
O 2.729 1.249 -4.006
H -0.891 -2.652 -2.243
H 2.341 5.779 -0.212
H -2.829 1.035 -3.377
H 1.017 4.214 3.365
C -2.710 -2.472 -1.539
H 2.040 3.159 6.727
O 2.268 0.815 -1.444
H 3.417 -3.171 2.439
C 3.473 0.447 -4.943
C -1.006 -0.020 -3.709
H 2.198 0.677 -6.646
C 0.515 4.764 -0.946
F 1.387 -1.995 -0.738
H -1.100 6.158 -0.958
C 2.024 4.979 -0.881
C -1.821 1.019 -2.963
C -1.215 3.345 2.338
H -1.247 1.220 5.553
H 3.944 -0.421 -4.482
C -2.083 0.522 5.513
C 0.898 -3.903 3.499
H 2.389 1.923 -4.600
H 2.708 -2.623 -1.926
O -0.555 -1.182 4.691
H -0.099 -3.505 3.685
H -1.710 -4.952 -0.866
H -2.777 4.835 -1.466
H 0.152 -7.033 -1.802
O 3.505 -3.244 0.756
H 3.186 -0.815 0.616
H -0.895 0.225 -4.765
C 1.125 4.058 2.292
H 3.422 2.109 -0.371
C -0.743 5.703 1.700
C -5.357 -0.367 2.115
O -0.018 2.422 -0.241
H 0.428 -3.716 -0.711
O 2.115 0.393 3.918
C 2.990 2.250 5.269
H 0.225 5.215 -3.122
H 1.572 3.078 2.124
N -0.177 3.850 0.086
C 0.157 4.378 -2.427
H -2.554 0.586 4.532
H -2.438 0.858 7.334
H 1.805 -5.154 -1.502
H -2.208 -5.450 -5.512
C -1.532 -0.873 5.674
C -0.036 6.193 -0.724
H 3.198 -0.741 -6.820
H 2.607 1.053 -2.310
H -5.159 -0.603 3.160

Here are the Löwdin charges for atoms 1 to 99, given in e: 0.07 -0.22 -0.08 0.13 0.06 1.51 0.10 0.12 0.03 0.02 0.05 0.05 0.11 -0.18 0.08 0.08 -0.46 0.12 0.06 0.12 -0.08 -0.22 -0.09 -0.02 0.13 0.06 -0.27 0.06 0.12 0.12 -0.07 0.08 0.10 -0.16 0.04 0.13 0.13 0.09 0.11 0.12 -0.19 0.11 0.08 0.09 -0.23 -0.17 0.12 0.10 0.08 0.06 0.06 -0.04 0.13 0.13 0.12 0.12 -0.22 0.07 0.10 0.10 -0.16 0.12 -0.16 0.11 -0.07 -0.06 -0.19 0.12 -0.10 -0.23 -0.18 0.03 0.12 0.12 -0.17 0.11 0.10 -0.17 0.12 0.07 0.11 -0.12 -0.08 -0.25 -0.07 0.11 0.08 -0.18 0.12 0.10 -0.15 0.09 -0.09 -0.04 -0.07 -0.05 -0.20 -0.08 0.10

***

# 2
Density functional theory data (ωB97M-V/def2-TZVPD) for an isolated molecule of C8H14 at a distorted geometry.

Results
Multiplicity: 1
Molar mass in g mol⁻¹: 110.20
Energy above the lowest of the compared OMol25 structures with the same formula, charge and spin in eV: 2.819
Structure (SMILES): C=C/C=C/CCCC
HOMO-LUMO gap in eV: 9.611

Element x y z (Å)
H 1.448 2.895 -0.672
H 1.378 -0.875 0.589
H -3.084 -1.013 -1.451
C 3.002 1.567 -0.157
C 0.808 1.297 0.926
H -0.348 -0.078 -1.231
H 1.249 1.452 1.871
H -4.227 -2.988 -1.277
H 0.229 -0.601 1.794
H 3.427 2.485 -0.337
H 0.949 1.353 -1.249
C -1.558 -1.186 0.066
C -2.714 -1.588 -0.715
C -0.460 -0.472 -0.239
H -1.777 -1.622 1.048
H 3.376 0.847 -0.841
C -3.472 -2.709 -0.561
H -0.195 1.733 0.960
C 0.505 -0.251 0.777
C 1.454 1.819 -0.402
H 3.391 1.265 0.825
H -3.382 -3.326 0.274

Table of natural (NBO) atomic charges, one value per atom, all in e: 0.20 0.21 0.19 -0.61 -0.38 0.20 0.21 0.20 0.21 0.20 0.20 -0.22 -0.20 -0.17 0.19 0.20 -0.38 0.20 -0.44 -0.40 0.20 0.18

***

# 3
Density functional theory data (ωB97M-V/def2-TZVPD) for an isolated molecule of C3H3Br2Cl at a distorted geometry.

Results
Multiplicity: 1
Molar mass in g mol⁻¹: 234.32
Energy above the lowest of the compared OMol25 structures with the same formula, charge and spin in eV: 0.289
Structure (SMILES): C/C(Br)=C(/Cl)Br
HOMO-LUMO gap in eV: 9.561

Element x y z (Å)
C -0.186 -0.090 -0.081
C -1.507 -0.744 -0.007
Br -0.458 -2.869 1.386
H 0.398 -0.270 0.800
H -0.368 1.150 -0.128
Cl -3.407 -2.584 0.664
H 0.385 -0.447 -0.880
C -1.865 -1.982 0.522
Br -3.010 0.284 -0.724

Table of natural (NBO) atomic charges, one value per atom, all in e: -0.67 -0.05 0.10 0.24 0.24 0.12 0.24 -0.25 0.04

***

# 4
Density functional theory data (ωB97M-V/def2-TZVPD) for a cluster of 2 separate species, C5H15OPSSi in total at a distorted geometry.

Results
Multiplicity: 1
Molar mass in g mol⁻¹: 182.30
Energy above the lowest of the compared OMol25 structures with the same formula, charge and spin in eV: 3.257
Structure (SMILES): C[Si](C)(C)O.C=P(C)=S
HOMO-LUMO gap in eV: 7.911

Element x y z (Å)
P -3.665 0.736 0.242
C -4.576 2.029 1.016
H -2.219 0.738 -1.483
H -2.060 2.343 -1.184
C 2.478 -0.552 -2.023
H -1.224 1.236 -0.027
H 1.424 0.223 1.931
H 2.115 0.361 -2.539
Si 1.660 -0.855 -0.197
H -4.680 2.917 0.402
O 0.036 -0.949 -0.589
H 2.273 -1.480 -2.582
H -5.314 1.557 1.473
H 3.598 -0.540 -1.890
C 2.242 -2.295 0.888
H 2.261 -3.214 0.267
H 1.557 -2.394 1.760
S -3.123 -1.057 0.770
H 1.649 1.599 0.847
H 3.197 -2.137 1.221
C 1.942 0.592 0.975
C -2.144 1.422 -0.654
H -0.535 -0.908 0.171
H 3.105 0.628 1.206

Table of natural (NBO) atomic charges, one value per atom, all in e: 1.06 -0.80 0.24 0.24 -1.07 0.26 0.23 0.24 1.83 0.24 -1.09 0.23 0.20 0.22 -1.12 0.24 0.24 -0.49 0.24 0.23 -1.15 -0.95 0.49 0.24

***

# 5
Density functional theory data (ωB97M-V/def2-TZVPD) for an isolated molecule of C8H13BO2 at a distorted geometry.

Results
Multiplicity: 1
Molar mass in g mol⁻¹: 152.00
Energy above the lowest of the compared OMol25 structures with the same formula, charge and spin in eV: 1.438
Structure (SMILES): CC1=CC=C[C@H](B(O)O)[C@H]1C
HOMO-LUMO gap in eV: 8.061

Element x y z (Å)
C 1.240 -0.733 0.312
H -2.809 1.083 0.032
H 1.908 1.046 -1.433
H 1.766 -2.160 -1.439
H -1.663 1.503 1.330
C 1.148 -1.323 -1.038
C 0.037 -1.131 -1.724
H 2.215 -0.634 0.941
O -0.746 -2.219 0.683
H 1.039 2.568 -0.848
H -0.543 -1.402 3.160
H -2.060 -0.311 -1.757
C -1.011 -0.196 -1.366
C 1.620 1.660 -0.555
B 0.086 -1.405 1.263
H -1.837 2.546 0.046
C -0.715 0.592 -0.354
H 2.340 2.100 0.083
C 0.619 0.719 0.267
H -1.600 -2.343 1.140
H -0.022 -1.414 -2.777
H 0.629 1.061 1.199
O 0.149 -1.084 2.587
C -1.789 1.480 0.245

Table of natural (NBO) atomic charges, one value per atom, all in e: -0.58 0.21 0.23 0.22 0.21 -0.18 -0.23 0.25 -0.88 0.20 0.48 0.21 -0.24 -0.61 1.12 0.22 0.04 0.21 -0.24 0.49 0.20 0.21 -0.89 -0.65

***

# 6
Density functional theory data (ωB97M-V/def2-TZVPD) for a cluster of 3 separate species, C2HBrN2O2 in total at a distorted geometry.

Results
Multiplicity: 1
Molar mass in g mol⁻¹: 164.95
Energy above the lowest of the compared OMol25 structures with the same formula, charge and spin in eV: 3.583
HOMO-LUMO gap (alpha / beta) in eV: 7.593 / 7.482

Element x y z (Å)
Br 2.789 1.027 -0.681
N -0.184 -1.212 0.320
C -1.594 1.264 0.458
O -1.744 2.125 -0.261
O -1.640 -2.971 1.043
N 0.070 -0.062 -0.020
H 3.292 1.948 -1.464
C -0.989 -2.120 0.605

Table of natural (NBO) atomic charges, one value per atom, all in e: -0.16 -0.33 0.49 -0.49 -0.42 -0.04 0.17 0.79

***

# 7
Density functional theory data (ωB97M-V/def2-TZVPD) for the ion C5H10N3O with charge +1 at a distorted geometry.

Results
Multiplicity: 1
Molar mass in g mol⁻¹: 128.16
Energy above the lowest of the compared OMol25 structures with the same formula, charge and spin in eV: 1.155
Structure (SMILES): CC1=NC(=[NH2+])N[C@@]1(C)O
HOMO-LUMO gap in eV: 10.452
Charge: +1

Element x y z (Å)
H -2.055 -1.401 0.695
H -2.191 -1.837 -1.073
O -0.587 1.856 -0.678
N 1.491 0.503 -0.455
H -2.805 -0.200 -0.426
H -1.307 1.183 1.837
H 2.362 -2.007 -2.293
C 1.412 -0.640 -1.138
C -0.643 -0.544 -0.520
N 0.249 -1.272 -1.044
H 0.295 1.977 1.984
H 0.242 0.230 1.900
H 3.437 -0.861 -1.382
N 2.494 -1.286 -1.594
H 2.062 1.253 -0.531
H -0.509 2.639 -0.204
C -0.143 0.834 0.085
C -0.271 1.029 1.576
C -2.093 -1.018 -0.358

Table of natural (NBO) atomic charges, one value per atom, all in e: 0.26 0.27 -0.65 -0.61 0.26 0.26 0.44 0.65 0.44 -0.49 0.25 0.24 0.43 -0.72 0.41 0.49 0.42 -0.67 -0.67

***

# 8
Density functional theory data (ωB97M-V/def2-TZVPD) for the ion C3H6N5 with charge +1 at a distorted geometry.

Results
Multiplicity: 3
Molar mass in g mol⁻¹: 112.12
Energy above the lowest of the compared OMol25 structures with the same formula, charge and spin in eV: 0.675
HOMO-LUMO gap (alpha / beta) in eV: 6.932 / 7.174
<S²>: 2.016
Charge: +1

Element x y z (Å)
H 1.604 1.553 -0.008
H 1.530 -1.937 0.554
H -3.851 -1.368 -0.260
H 2.404 -0.568 0.441
N -2.895 0.459 0.164
N 1.539 -0.998 0.472
N -1.662 -1.364 -0.422
N -1.800 1.059 0.218
H -1.581 1.805 0.847
H 0.124 1.437 -1.040
C -0.648 -0.722 -0.217
N 0.864 0.993 -0.514
C 0.635 -0.242 -0.094
C -2.877 -0.780 -0.298

Table of natural (NBO) atomic charges, one value per atom, all in e: 0.43 0.42 0.26 0.40 -0.16 -0.69 -0.42 -0.35 0.39 0.44 0.48 -0.74 0.28 0.27